[1]
7 unconnected molecules or ions with the total composition C42H87N15O10P4. Source: OMol25; level of theory: wB97M-V/def2-TZVPD.

SMILES: CN(C)P(=O)(N(C)C)N(C)C.CN(C)P(=O)(N(C)C)N(C)C.CN(C)P(=O)(N(C)C)N(C)C.CN(C)P(=O)(N(C)C)N(C)C.O=[N+]([O-])c1ccccc1.O=[N+]([O-])c1ccccc1.O=[N+]([O-])c1ccccc1
frontier orbital gap: 7.18 eV
HOMO level: -7.89 eV
2S+1: 1
net charge: 0

XYZ file:
```
158
Properties=species:S:1:pos:R:3:forces:R:3:lowdin_charge:R:1
C 0.740 -6.479 0.921 -0.888 1.065 -0.318 -0.1304
N 1.534 -5.556 1.706 -0.169 1.563 0.987 -0.2964
C 2.754 -6.119 2.288 -0.829 -0.096 0.041 -0.1098
P 1.480 -3.835 1.414 -0.068 -2.585 -1.275 0.5712
O 0.127 -3.323 1.096 0.069 -0.330 -0.224 -0.2966
N 2.194 -3.096 2.692 0.377 -0.148 -0.388 -0.2770
C 2.635 -1.751 2.391 0.051 1.153 1.285 -0.1104
C 1.910 -3.472 4.076 0.316 -0.714 0.032 -0.0631
N 2.531 -3.728 0.085 -0.219 1.350 1.769 -0.2846
C 3.967 -3.614 0.254 0.685 -1.333 -1.296 -0.1394
C 1.956 -3.747 -1.231 -0.718 0.587 -0.837 -0.1218
H 0.030 -7.047 1.531 0.523 -0.521 0.108 0.0786
H 1.390 -7.070 0.274 -0.197 -0.362 0.113 0.0816
H 0.050 -5.919 0.279 0.271 0.129 -0.114 0.0709
H 3.628 -5.623 1.871 0.275 -0.132 0.388 0.0609
H 2.812 -7.189 2.082 0.005 0.069 -0.381 0.0821
H 2.683 -6.091 3.379 0.514 0.280 -0.037 0.0611
H 3.670 -1.665 2.055 -0.140 -0.224 -0.383 0.0830
H 1.956 -1.173 1.758 0.111 -0.312 -0.357 0.0624
H 2.619 -1.201 3.337 -0.033 -0.017 -0.023 0.0534
H 0.866 -3.681 4.313 -0.093 0.071 -0.378 0.0650
H 2.493 -4.375 4.264 -0.162 0.084 0.475 0.0589
H 2.232 -2.708 4.780 0.157 0.171 -0.250 0.0709
H 4.423 -4.501 -0.211 0.116 -0.040 0.031 0.0830
H 4.439 -2.793 -0.293 -0.397 0.431 0.224 0.0837
H 4.333 -3.654 1.276 -0.474 0.341 0.166 0.0643
H 1.057 -3.124 -1.275 0.049 0.067 0.253 0.0658
H 1.603 -4.718 -1.597 0.438 -0.277 0.212 0.0775
H 2.616 -3.313 -1.984 0.300 -0.136 0.185 0.0862
C -1.514 3.169 5.817 0.911 -0.234 -0.714 -0.0933
N -0.072 2.886 5.856 0.235 -1.288 0.439 -0.3098
C 0.846 3.923 5.398 -0.167 -0.085 0.967 -0.1184
P 0.406 1.273 5.606 0.294 1.550 -0.802 0.5595
O -0.727 0.340 5.765 0.069 0.139 -0.169 -0.2748
N 1.090 1.280 4.048 0.498 -0.351 0.753 -0.2987
C 2.439 1.636 3.609 -0.337 -0.060 0.770 -0.1121
C 0.149 1.384 2.967 -0.528 -0.404 -0.031 -0.1163
N 1.716 1.064 6.624 -0.163 0.430 -0.726 -0.3011
C 1.503 1.381 8.012 -0.482 -0.520 1.621 -0.1228
C 2.508 -0.107 6.408 1.461 -1.340 0.094 -0.1452
H -1.639 4.178 6.204 -0.427 -0.059 0.034 0.0810
H -2.063 2.405 6.362 0.060 0.207 0.309 0.0670
H -1.844 3.083 4.775 -0.352 0.455 0.039 0.0757
H 1.867 3.623 5.638 0.053 -0.231 -0.424 0.0732
H 0.726 4.807 6.030 -0.351 0.195 -0.242 0.0827
H 0.733 4.186 4.346 0.053 0.017 -0.108 0.0753
H 3.125 1.519 4.447 0.170 -0.041 -0.231 0.0725
H 2.701 0.983 2.775 0.238 -0.024 0.063 0.0685
H 2.521 2.670 3.258 -0.186 0.065 -0.003 0.0790
H 0.430 0.682 2.173 -0.032 0.209 -0.105 0.0659
H -0.831 1.066 3.335 -0.055 0.208 -0.234 0.0775
H 0.117 2.409 2.571 -0.168 -0.135 -0.098 0.0887
H 0.830 0.653 8.491 -0.299 0.151 -0.204 0.0893
H 2.382 1.276 8.656 0.505 0.138 -0.698 0.0847
H 1.109 2.376 8.201 -0.077 0.019 -0.431 0.0777
H 2.677 -0.355 5.360 -0.218 0.402 -0.028 0.0419
H 2.185 -1.065 6.847 -0.703 0.360 0.213 0.0906
H 3.504 0.026 6.849 -0.035 0.262 -0.093 0.0928
C -1.996 -4.812 4.108 -1.422 -1.455 -1.419 -0.1167
N -2.669 -3.536 4.285 1.505 -0.076 -0.265 -0.2789
C -1.760 -2.397 4.203 -0.932 1.129 0.385 -0.1176
P -4.199 -3.451 4.895 0.135 0.937 1.621 0.5456
O -4.535 -4.699 5.616 -0.459 0.490 -0.391 -0.2913
N -4.151 -2.079 5.939 -0.321 -0.767 -0.621 -0.2944
C -3.803 -2.205 7.328 0.762 -0.567 1.346 -0.1424
C -4.363 -0.703 5.508 -0.408 -0.851 -0.957 -0.1139
N -5.235 -3.030 3.652 0.127 1.074 0.696 -0.3069
C -6.616 -3.488 3.601 0.485 -1.545 -0.421 -0.1055
C -4.787 -2.350 2.451 0.411 -1.146 -0.555 -0.1239
H -1.788 -4.982 3.045 0.689 0.459 -0.019 0.0754
H -2.706 -5.632 4.248 -0.130 0.223 0.586 0.0704
H -1.123 -5.086 4.700 0.090 0.767 0.328 0.0791
H -1.288 -2.163 5.161 0.394 -0.322 -0.062 0.0729
H -2.330 -1.480 4.025 0.001 -0.062 -0.084 0.0421
H -1.048 -2.436 3.378 0.062 -0.556 0.037 0.0691
H -4.320 -1.532 8.021 -0.500 0.226 -0.570 0.0789
H -3.980 -3.193 7.757 -0.241 -0.164 -0.552 0.0730
H -2.748 -2.013 7.576 0.181 0.131 -0.525 0.0752
H -5.427 -0.464 5.604 0.172 0.567 0.489 0.0828
H -3.658 -0.045 6.014 -0.252 0.179 0.134 0.0753
H -4.181 -0.607 4.433 0.162 0.033 0.098 0.0511
H -7.261 -2.880 2.969 0.080 0.595 0.450 0.0760
H -6.620 -4.460 3.084 -0.107 -0.065 0.015 0.0822
H -7.020 -3.714 4.584 -0.067 0.466 0.083 0.0793
H -5.448 -1.556 2.099 -0.237 -0.053 0.271 0.0830
H -4.727 -3.143 1.692 -0.005 0.464 -0.476 0.0917
H -3.782 -1.936 2.524 -0.043 -0.068 0.297 0.0443
C -3.052 -0.338 -8.692 0.170 -0.127 -1.175 -0.1349
N -2.887 0.992 -8.129 1.275 0.841 0.067 -0.2946
C -3.872 2.002 -8.579 0.521 -1.304 -0.004 -0.1050
P -1.272 1.462 -7.720 -1.260 -0.159 0.941 0.5769
O -0.313 0.327 -7.794 -0.569 0.388 0.125 -0.2901
N -0.831 2.791 -8.647 -0.903 0.231 0.591 -0.3171
C -0.567 2.525 -10.051 0.348 -0.631 -0.133 -0.1247
C 0.078 3.797 -8.030 -0.855 -0.690 -1.388 -0.0796
N -1.457 2.046 -6.134 1.031 0.157 -0.214 -0.3035
C -2.376 3.077 -5.712 0.107 0.495 -0.339 -0.1376
C -1.013 1.182 -5.034 1.054 0.371 -1.131 -0.0944
H -2.140 -0.593 -9.237 0.012 -0.435 0.286 0.0667
H -3.823 -0.354 -9.469 -0.138 0.301 0.147 0.0776
H -3.316 -1.137 -7.998 0.194 0.228 0.322 0.0790
H -3.790 2.932 -8.029 0.006 -0.001 -0.042 0.0523
H -4.842 1.537 -8.407 -0.221 0.352 -0.014 0.0819
H -3.744 2.162 -9.652 -0.179 0.348 -0.067 0.0749
H -1.230 1.783 -10.504 -0.251 -0.043 0.433 0.0770
H -0.682 3.418 -10.665 0.235 0.152 0.175 0.0827
H 0.434 2.084 -10.126 0.090 0.279 -0.421 0.0883
H -0.553 4.394 -7.380 0.694 -0.044 0.694 0.0658
H 0.965 3.283 -7.661 -0.012 0.410 0.693 0.0832
H 0.402 4.458 -8.835 0.014 0.013 -0.019 0.0787
H -1.912 3.707 -4.946 0.090 -0.114 0.087 0.0805
H -2.599 3.755 -6.537 -0.119 -0.099 -0.010 0.0585
H -3.317 2.706 -5.291 -0.032 -0.212 -0.141 0.0864
H -1.864 0.583 -4.717 0.375 -0.419 0.473 0.0952
H -0.486 1.705 -4.232 -0.908 0.602 0.237 0.0572
H -0.128 0.660 -5.406 -0.706 -0.974 -0.157 0.0525
O -0.391 8.271 1.322 0.123 -0.004 0.028 0.0894
N -0.308 7.178 0.814 0.477 -1.077 -0.514 -0.3499
O -1.193 6.346 0.752 -0.244 0.325 0.310 0.0679
C 0.967 6.768 0.140 0.190 -0.053 0.010 -0.1407
C 2.031 7.633 0.139 0.230 0.584 -0.248 -0.0032
C 3.156 7.334 -0.650 -1.002 0.066 0.805 -0.0584
C 3.148 6.177 -1.399 0.357 0.095 -1.424 -0.0798
C 2.041 5.325 -1.478 0.832 0.618 1.576 -0.0510
C 1.025 5.580 -0.575 -1.287 -0.556 -0.955 -0.0181
H 1.896 8.560 0.683 0.322 0.026 -0.050 0.1191
H 3.974 8.035 -0.717 0.100 -0.071 0.115 0.1076
H 3.991 6.041 -2.069 -0.017 -0.263 0.060 0.1074
H 2.013 4.449 -2.108 0.099 -0.017 -0.029 0.1028
H 0.194 4.885 -0.593 -0.188 0.249 0.322 0.1049
O 2.128 -0.367 -0.827 0.313 -0.453 0.405 0.0949
N 1.393 0.245 -1.552 -0.882 1.070 -0.626 -0.3390
O 1.667 0.670 -2.664 0.463 -0.208 0.086 0.0648
C 0.022 0.570 -1.111 -0.236 -0.649 0.640 -0.1440
C -0.645 -0.271 -0.238 -0.083 0.224 0.494 -0.0070
C -1.978 0.006 0.060 0.900 0.516 0.502 -0.0473
C -2.555 1.205 -0.358 -0.295 -0.501 -0.404 -0.0581
C -1.843 2.102 -1.164 -0.501 -1.302 0.609 -0.0552
C -0.571 1.725 -1.557 0.287 1.610 -0.343 -0.0489
H -0.151 -1.018 0.374 0.127 -0.518 -0.690 0.0892
H -2.410 -0.657 0.797 -0.517 0.102 -0.191 0.1010
H -3.586 1.400 -0.093 0.046 0.187 0.103 0.1060
H -2.338 3.011 -1.470 0.336 0.173 -0.112 0.1090
H 0.013 2.461 -2.098 0.076 -0.333 -0.341 0.1039
O 7.132 -2.163 -6.581 0.727 0.883 0.171 0.0842
N 6.045 -2.288 -7.080 -0.994 -1.618 0.240 -0.3601
O 5.741 -3.251 -7.767 -0.003 0.268 -0.464 0.0590
C 4.944 -1.397 -6.693 0.057 0.553 1.012 -0.1464
C 5.253 -0.277 -5.921 0.430 0.236 -0.656 -0.0178
C 4.236 0.530 -5.486 -1.206 0.241 0.070 -0.0679
C 2.898 0.209 -5.779 1.141 0.115 -0.431 -0.0648
C 2.615 -0.950 -6.485 -0.585 0.750 -0.426 -0.0541
C 3.633 -1.782 -6.928 0.885 -0.341 0.368 0.0086
H 6.267 0.062 -5.761 0.114 -0.427 -0.001 0.1178
H 4.456 1.457 -4.974 0.068 -0.062 0.109 0.1051
H 2.119 0.932 -5.582 -0.110 -0.156 0.260 0.0891
H 1.589 -1.028 -6.826 -0.028 -0.651 0.164 0.0901
H 3.534 -2.778 -7.335 -0.558 0.244 -0.459 0.1181
```
Forces are in eV/Å.

[2]
11 unconnected molecules or ions with the total composition C37H54N10O17. Source: OMol25; level of theory: wB97M-V/def2-TZVPD.

frontier orbital gap: 1.81 eV
HOMO level: 1.15 eV
2S+1: 1
net charge: -2

XYZ file:
```
118
Properties=species:S:1:pos:R:3:forces:R:3:lowdin_charge:R:1
O 29.899 2.209 14.442 -1.177 -1.691 0.387 -0.5259
C 29.169 1.163 15.138 1.121 2.408 -0.350 -0.4987
C 27.971 0.380 14.578 -1.096 0.959 -3.316 -0.5163
O 26.799 1.008 14.062 -0.134 0.181 1.905 -0.4857
H 28.843 1.625 16.070 -0.741 0.238 0.786 0.0385
H 29.901 0.445 15.507 0.364 -1.068 -0.026 0.0330
H 27.793 -0.535 15.143 -0.212 -0.217 1.209 0.0394
H 28.196 -0.034 13.595 1.774 -0.779 -0.466 0.0479
C 31.656 -1.359 6.909 0.065 0.785 -0.533 -0.0064
C 31.761 -2.570 6.212 0.489 1.868 -0.323 -0.0113
C 32.077 -2.535 4.834 -0.797 1.399 1.651 -0.3758
C 32.052 -1.345 4.109 -0.120 0.906 1.114 -0.0262
C 31.832 -0.146 4.804 -0.428 -0.114 2.229 -0.0186
C 31.666 -0.117 6.242 0.185 -2.277 -2.104 -0.3172
O 31.463 1.007 6.964 0.180 0.136 -0.367 0.0643
O 32.434 -3.661 4.242 0.507 -1.961 -1.454 0.0516
H 31.619 -1.278 7.986 -0.371 -0.432 0.158 0.1207
H 31.669 -3.493 6.765 0.206 -0.224 -0.113 0.1096
H 32.231 -1.266 3.047 0.068 -0.448 -0.046 0.1072
H 31.761 0.808 4.302 0.127 0.047 -0.371 0.0964
H 31.481 1.720 6.322 -0.066 0.487 0.240 0.0998
H 32.663 -4.297 4.923 -0.049 -0.171 -0.079 0.1041
C 19.368 5.803 10.660 2.861 0.711 0.745 -0.0385
C 18.202 5.948 10.031 -1.611 -0.744 -0.987 -0.0353
C 17.391 4.811 9.833 2.753 -0.970 2.366 -0.3420
C 17.856 3.602 10.434 -1.967 1.861 -0.742 0.0084
C 19.065 3.567 11.094 -1.352 -4.046 -0.229 -0.0671
C 19.865 4.591 11.141 3.383 3.129 0.868 -0.3153
O 21.171 4.574 11.659 -1.171 0.963 -0.645 0.0404
O 16.203 4.889 9.251 -1.890 -0.198 -1.134 0.0460
H 19.985 6.688 10.708 0.327 -0.027 0.290 0.1206
H 17.988 6.948 9.683 -0.575 -0.071 -0.236 0.1142
H 17.174 2.769 10.523 0.050 -0.202 -0.420 0.1122
H 19.423 2.608 11.438 -0.107 -0.200 0.316 0.1273
H 21.466 3.753 12.059 -0.450 -0.347 -0.091 0.1033
H 16.324 5.268 8.378 -0.221 0.143 -0.086 0.1099
C 36.060 9.884 11.056 -0.857 -1.819 -0.991 -0.0218
C 35.289 8.751 10.803 -1.385 -0.612 0.501 -0.0093
C 34.316 8.338 11.727 -0.218 -2.129 0.568 -0.2974
C 34.229 8.955 12.937 -0.532 1.960 1.140 -0.0289
C 34.943 10.129 13.191 1.445 -0.206 -0.813 -0.0041
C 35.897 10.546 12.253 -1.064 -0.379 -0.183 -0.3675
O 36.687 11.615 12.408 1.344 1.530 0.227 0.0395
O 33.475 7.219 11.525 0.964 1.047 -1.865 0.0157
H 36.704 10.134 10.226 0.418 0.647 0.475 0.1125
H 35.323 8.152 9.905 0.371 0.236 -0.274 0.1131
H 33.471 8.654 13.644 0.013 -0.220 0.107 0.1228
H 34.955 10.718 14.096 -0.569 -0.292 0.354 0.1109
H 36.343 12.326 12.954 -0.340 -0.326 0.198 0.1057
H 33.251 6.635 12.253 0.376 0.527 0.555 0.1063
C 19.712 2.485 18.635 -1.505 0.366 0.528 -0.0273
C 18.342 2.148 18.708 1.711 -0.650 -1.358 -0.0045
C 17.880 1.098 17.878 -1.442 2.917 2.703 -0.3748
C 18.627 0.473 16.960 1.811 -0.675 -1.037 -0.0320
C 19.956 0.841 16.878 0.539 0.334 0.769 -0.0074
C 20.497 1.824 17.736 2.740 -1.397 -2.415 -0.2835
O 21.885 2.119 17.617 -1.681 0.976 1.639 -0.0088
O 16.595 0.736 17.991 -2.139 -1.482 -0.594 0.0369
H 20.062 3.283 19.273 0.373 -0.011 -0.117 0.1130
H 17.689 2.776 19.296 -0.221 -0.337 0.202 0.1025
H 18.244 -0.311 16.324 -0.209 0.026 0.079 0.1240
H 20.619 0.298 16.220 0.096 0.143 -0.161 0.1135
H 22.448 1.715 16.954 -0.695 -0.558 -0.399 0.0955
H 15.988 1.282 18.497 0.701 0.363 0.133 0.1025
C 31.713 -7.295 12.792 2.633 -0.159 -0.737 -0.0608
C 31.862 -6.636 13.965 -1.312 0.348 2.361 -0.0114
C 30.738 -6.513 14.830 -0.121 -0.065 -2.604 -0.3088
C 29.479 -7.005 14.358 1.440 0.211 0.507 0.0069
C 29.418 -7.697 13.145 -0.051 0.022 1.589 -0.0221
C 30.590 -7.928 12.459 -3.121 -0.892 -1.334 -0.3661
O 30.622 -8.721 11.340 0.852 -0.218 -0.878 0.0309
O 30.818 -5.778 15.948 -0.701 -0.076 1.244 0.0538
H 32.517 -7.424 12.082 0.421 0.047 0.169 0.1256
H 32.813 -6.316 14.363 0.186 0.340 -0.381 0.1140
H 28.600 -6.895 14.975 -0.057 0.222 -0.038 0.1094
H 28.467 -8.107 12.839 -0.026 -0.090 -0.191 0.1108
H 29.832 -9.216 11.111 -0.282 0.400 0.589 0.0985
H 31.604 -5.229 16.004 0.122 -0.067 -0.288 0.1127
C 23.173 -3.882 11.729 -2.054 -1.079 -1.149 -0.7418
O 22.323 -4.580 11.177 0.441 -0.345 -0.208 -0.0152
N 23.304 -3.830 13.052 0.642 0.812 1.839 0.1520
N 24.007 -3.073 11.053 0.279 0.222 -0.393 0.1543
H 22.617 -4.242 13.667 0.015 0.242 -0.427 0.1104
H 23.733 -2.957 13.322 0.024 -0.309 0.952 0.1024
H 24.590 -2.454 11.597 0.496 -0.125 -0.758 0.1110
H 24.186 -3.396 10.113 0.255 0.699 0.207 0.1107
C 32.994 6.272 19.126 1.150 3.243 1.381 -0.7148
O 33.532 7.194 19.798 -0.728 -1.871 -0.865 -0.0441
N 33.666 5.399 18.378 1.809 -1.129 -0.806 0.1431
N 31.682 6.115 18.988 -1.215 -0.269 0.138 0.1575
H 34.650 5.574 18.228 -0.340 -0.136 0.042 0.1081
H 33.178 4.767 17.759 0.333 0.051 0.071 0.1052
H 31.454 5.537 18.192 -1.122 0.354 0.377 0.1099
H 31.062 6.776 19.434 0.034 -0.312 -0.440 0.1182
C 26.199 8.025 16.048 8.784 1.524 -1.080 -0.8157
O 27.261 8.673 15.878 0.091 -1.318 1.189 -0.0191
N 25.181 8.487 15.528 -8.733 3.602 -2.301 0.1469
N 26.033 6.800 16.410 0.684 -5.053 3.030 0.1792
H 25.240 9.023 14.674 -0.296 0.021 0.589 0.1383
H 24.407 7.904 15.811 -0.951 0.864 -1.485 0.1101
H 25.111 6.419 16.569 0.386 -0.104 -0.298 0.1098
H 26.785 6.129 16.483 0.102 0.386 0.309 0.1355
C 35.832 -1.050 18.362 -4.669 -3.449 0.330 -0.7806
O 34.915 -1.862 18.659 0.753 1.029 -0.426 -0.0277
N 35.644 -0.134 17.449 -0.590 1.477 -1.198 0.1750
N 36.978 -1.203 18.901 5.463 -0.174 2.268 0.1571
H 36.318 0.594 17.260 -0.655 -0.016 -0.150 0.1114
H 34.653 -0.137 17.256 0.114 0.954 -0.710 0.1313
H 37.744 -0.560 18.769 -0.168 -0.218 -0.045 0.1089
H 37.164 -2.046 19.426 -0.288 0.360 -0.075 0.1215
C 24.497 -5.160 19.915 -3.484 2.003 0.037 -0.8128
O 23.311 -4.960 20.108 -0.834 0.693 0.283 0.0225
N 25.418 -4.234 19.722 0.821 3.176 0.224 0.1589
N 25.004 -6.316 19.786 3.553 -5.694 -0.339 0.1601
H 25.072 -3.300 19.888 0.661 0.046 -0.180 0.1229
H 26.399 -4.443 19.603 -0.382 0.534 -0.028 0.1107
H 24.571 -7.227 19.748 -0.177 0.683 0.196 0.1275
H 26.010 -6.227 19.784 -0.158 -1.417 -0.226 0.1057
```
Forces are in eV/Å.